Entry 1:
The following is a DFT calculation (ωB97M-V/def2-TZVPD) of 2 unconnected molecules or ions with the total composition C2H10NS.

Properties
* HOMO-LUMO gap (spin up / spin down): 5.031 / 9.986 eV
* molar mass: 80.176 g/mol
* <S²>: 0.750
* 2S+1: 2
* electronic energy: -535.0204 hartree
* relative energy (zero: lowest compared OMol25 entry of this formula, charge and spin): 0.0 kJ/mol

Last column: Löwdin spin population.
Geometry (Å):
N  0.116034  -2.311921  -2.556865  0.34
H  0.122532  -1.866761  -3.511604  0.14
H  1.008299  -2.830038  -2.425093  0.12
H  0.080448  -1.560957  -1.858396  0.07
H  -0.684503  -2.976894  -2.415579  0.13
C  -0.828658  1.248700  2.041090  0.00
C  0.557657  1.513637  1.478935  0.01
S  0.985987  0.419840  0.088707  0.17
H  -1.617350  1.357112  1.290105  0.00
H  -1.082254  1.928917  2.860310  0.00
H  -0.895047  0.242801  2.445681  0.00
H  0.695270  2.549457  1.182096  0.00
H  1.320911  1.286166  2.223213  0.00
H  0.220675  0.999942  -0.842600  0.02

Force components x, y, z for each atom (eV/Å):
0.1 -0.2 -0.2
-0.2 -0.2 0.1
0.1 -0.1 0.0
-0.1 0.3 0.4
0.0 0.2 -0.2
-0.3 0.1 0.2
-0.1 -0.2 0.1
0.1 0.0 -0.1
0.2 0.0 0.0
0.2 0.1 -0.1
0.0 -0.2 -0.1
0.0 0.0 -0.1
0.0 0.1 0.0
-0.1 0.1 0.0



Entry 2:
The following is a DFT calculation (ωB97M-V/def2-TZVPD) of 2 unconnected molecules or ions with the total composition C4H8OS at a distorted geometry.

Properties
* HOMO-LUMO gap: 8.272 eV
* molar mass: 104.174 g/mol
* electronic energy: -630.4657 hartree
* relative energy (zero: lowest compared OMol25 entry of this formula, charge and spin): 444.3 kJ/mol

Last column: Löwdin charge in e.
Geometry (Å):
C  -0.039615  -0.725869  -0.313447  -0.14
C  -2.578741  1.201527  -0.053457  -0.50
C  2.447494  -0.399838  0.282299  -0.09
C  1.075329  0.248940  -0.033221  -0.19
O  -1.247561  -0.433923  -0.086696  -0.13
S  -3.894634  0.212332  0.042982  0.67
H  0.210722  -1.603521  -0.827764  0.11
H  -2.266599  1.426595  1.009113  -0.04
H  2.839650  -1.074722  -0.428693  0.04
H  2.293143  -0.948092  1.282754  0.10
H  3.243752  0.369365  0.356058  0.08
H  1.100604  0.913430  -0.744734  0.06
H  0.712037  0.852081  0.829580  0.14
H  -3.895579  -0.038310  -1.314771  -0.11

Force components x, y, z for each atom (eV/Å):
-3.2 3.3 1.0
0.9 1.0 1.0
-0.8 0.7 2.2
-0.3 -3.4 4.8
4.2 -2.0 -0.5
-0.6 -0.4 -1.1
0.2 -1.8 -0.7
-0.5 0.0 -0.7
-0.1 -1.0 -1.0
0.8 0.8 -1.5
-0.6 -0.3 0.4
0.3 3.5 -4.5
0.4 -0.4 -0.3
-0.7 0.1 0.8